# 1
The following is a quantum chemistry calculation of a molecular structure, C25H9Cl76F3O4S, from OMol25.

Calculated values
- frontier orbital gap (eV) = 10.8501
- multiplicity = 1

```
118
C25H9Cl76F3O4S | OMol25 | wB97M-V/def2-TZVPD
C 3.94589 2.83978 -2.14494
C 3.36666 4.23859 -1.99678
O 2.60215 4.52548 -0.82541
S 1.37172 5.46766 -1.25928
O 0.20374 4.69506 -1.18056
O 1.31751 6.66221 -0.53130
O 1.84329 5.82276 -2.74883
C 2.53143 4.63460 -3.18919
C 3.36703 4.69188 -4.45928
C 3.19730 5.97444 -5.27450
C 2.91939 5.77036 -6.75264
F 2.02314 6.69211 -7.12839
F 4.00031 5.98623 -7.52248
F 2.38471 4.60537 -7.06913
H 4.89825 2.94899 -2.63266
H 4.06505 2.33417 -1.20662
H 3.29000 2.26409 -2.78971
H 4.23135 4.90705 -2.01401
H 1.75652 3.87587 -3.27637
H 3.18404 3.78245 -5.01279
H 4.40243 4.64295 -4.15178
H 2.43590 6.64109 -4.89895
H 4.12453 6.52550 -5.21905
C 7.59571 2.72707 0.35045
Cl 8.51183 3.73187 -0.77790
Cl 7.76314 1.02991 -0.12531
Cl 8.24816 2.92566 1.97716
Cl 5.90994 3.25822 0.33260
C 4.95094 -1.77844 -3.43277
Cl 3.70546 -0.93855 -4.35797
Cl 5.63603 -0.69693 -2.21006
Cl 4.22335 -3.17464 -2.63888
Cl 6.23705 -2.31695 -4.51776
C -2.43552 3.73285 1.83607
Cl -2.50632 1.97648 1.64649
Cl -3.07890 4.48336 0.37735
Cl -3.40201 4.24175 3.22966
Cl -0.76210 4.24252 2.07204
C -0.35133 -0.40656 -4.72586
Cl 0.38031 0.73519 -5.85807
Cl 0.07067 -2.05619 -5.19901
Cl 0.25182 -0.08344 -3.09565
Cl -2.10061 -0.22106 -4.74110
C 4.06252 9.47292 -8.57613
Cl 4.23988 8.73351 -6.97700
Cl 3.81667 11.21163 -8.39170
Cl 5.53022 9.18109 -9.51434
Cl 2.68134 8.77300 -9.41829
C -2.00444 -2.82004 -1.12300
Cl -1.80976 -1.24501 -0.34966
Cl -2.85024 -3.93426 -0.04000
Cl -2.94565 -2.62255 -2.60236
Cl -0.41369 -3.47847 -1.52268
C 6.78027 2.98667 -6.48436
Cl 8.42704 3.28705 -7.04663
Cl 6.21567 1.43548 -7.11077
Cl 6.77416 2.93553 -4.71501
Cl 5.71426 4.27751 -7.05836
C -4.49972 4.77710 7.33795
Cl -3.36986 6.12143 7.50821
Cl -3.63855 3.25950 7.59621
Cl -5.78233 4.93245 8.54380
Cl -5.21594 4.82977 5.72055
C -4.57299 -0.47308 9.71916
Cl -3.00926 0.11656 9.15393
Cl -4.68245 -2.21320 9.43353
Cl -4.74234 -0.14766 11.44705
Cl -5.85082 0.35804 8.83066
C -4.09018 -7.22232 2.82355
Cl -3.39890 -6.07799 1.66674
Cl -3.65857 -8.86649 2.34983
Cl -3.44930 -6.88082 4.42916
Cl -5.84881 -7.05179 2.84144
C -1.99228 -12.08096 0.60909
Cl -2.78200 -11.31093 -0.76986
Cl -0.93671 -13.37668 0.03962
Cl -1.03355 -10.87999 1.48017
Cl -3.21908 -12.74899 1.69057
C -1.63991 9.92427 7.24705
Cl 0.03586 9.36925 7.19953
Cl -1.67894 11.68979 7.21371
Cl -2.51097 9.29000 5.84846
Cl -2.40990 9.34916 8.72810
C -3.98888 -15.39769 -2.11417
Cl -3.76087 -16.00987 -0.47448
Cl -4.67280 -13.77329 -2.04308
Cl -2.42984 -15.34315 -2.94711
Cl -5.08708 -16.46537 -2.99353
C -2.75690 0.70255 -8.72957
Cl -1.57036 1.91578 -8.24534
Cl -2.02014 -0.90144 -8.64498
Cl -4.14954 0.76979 -7.64500
Cl -3.28739 1.02241 -10.38313
C -6.25859 10.03227 9.22740
Cl -5.68622 10.97941 7.85033
Cl -5.81509 8.33936 8.99985
Cl -5.51420 10.64107 10.71002
Cl -8.01498 10.17166 9.34961
C 5.78926 -6.90090 -1.95480
Cl 6.55480 -5.78828 -3.09243
Cl 6.18109 -8.56252 -2.40328
Cl 6.38140 -6.57459 -0.32409
Cl 4.03413 -6.68113 -1.99719
C -0.33322 -2.58857 7.89107
Cl -1.68702 -2.00469 6.92080
Cl 0.35752 -1.24327 8.80463
Cl -0.89618 -3.82441 9.02265
Cl 0.90189 -3.27450 6.83183
C -8.79314 -0.02940 5.97385
Cl -7.63729 1.29525 6.14447
Cl -7.97622 -1.56415 6.28290
Cl -10.10591 0.18362 7.13564
Cl -9.44917 -0.02935 4.33501
C 1.02894 -16.78470 0.77941
Cl 1.81140 -18.34130 0.49245
Cl 0.20858 -16.81482 2.34288
Cl 2.24462 -15.50325 0.77716
Cl -0.15337 -16.47379 -0.49452
```

# 2
The following is a quantum chemistry calculation of 15 unconnected molecules or ions with the total composition C37H89N15O16P, from OMol25.

Calculated values
- frontier orbital gap (eV) = 8.4692
- net charge = +1
- multiplicity = 1

```
158
C37H89N15O16P | OMol25 | wB97M-V/def2-TZVPD
C -1.32767 -1.08576 1.32457
C -1.77635 -2.19954 1.43039
P -2.62416 -3.74176 1.49387
C -1.48245 -5.01465 2.10737
C -1.62135 -6.32108 1.31252
C -0.58960 -7.37127 1.74758
O -2.96423 -6.80879 1.36174
N -2.98426 -4.11523 -0.08896
C -3.67064 -3.02440 -0.84704
C -4.81590 -3.66741 -1.66069
O -3.88784 -3.46983 2.45526
C -5.02370 -4.35844 2.29574
C -6.28369 -3.47537 2.28281
H -1.20571 -0.00878 1.29063
H -1.58853 -5.19008 3.18019
H -0.47330 -4.62666 1.94523
H -1.43896 -6.12196 0.25753
H -0.34570 -8.02275 0.91063
H -0.97155 -8.00462 2.55114
H 0.32083 -6.87034 2.05361
H -3.13219 -7.13146 2.24960
H -3.44719 -5.01260 -0.18453
H -4.01587 -2.22816 -0.18959
H -2.93766 -2.62323 -1.54769
H -4.46076 -4.63081 -2.03356
H -5.04874 -3.05007 -2.52354
H -5.66902 -3.82170 -1.00147
H -5.08869 -5.00569 3.17168
H -4.96190 -5.00382 1.42236
H -7.14850 -4.00502 1.89439
H -6.05845 -2.58388 1.69350
H -6.46290 -3.11547 3.29476
O 0.20203 1.37068 0.86847
C 0.64238 2.48703 1.13290
N 0.57753 3.49138 0.23758
C 1.28030 2.80508 2.45802
H 0.92900 4.41302 0.41597
H 0.15605 3.30421 -0.65956
H 2.13871 2.15090 2.60254
H 0.55555 2.62972 3.25300
H 1.61432 3.83953 2.51540
O 0.14424 4.65818 -2.77229
C 0.92429 4.15706 -3.56899
N 0.52266 3.18252 -4.42567
C 2.36762 4.56952 -3.66469
H 1.13533 2.75016 -5.09065
H -0.43852 2.89046 -4.38583
H 2.85064 4.39487 -2.70500
H 2.41782 5.62809 -3.90453
H 2.90399 4.01165 -4.43135
O 5.89646 3.70455 -4.34011
C 6.32992 4.81185 -4.05876
N 6.27063 5.83105 -4.94705
C 6.95024 5.13080 -2.72189
H 6.60652 6.75541 -4.75471
H 5.85513 5.64449 -5.84633
H 7.81078 4.48193 -2.56767
H 6.21713 4.94593 -1.93895
H 7.27588 6.16775 -2.65665
O -0.68736 3.83207 5.19164
C -1.68663 4.40149 4.77327
N -1.79591 5.74837 4.79287
C -2.86763 3.65326 4.20920
H -2.60441 6.24777 4.45685
H -1.02246 6.27414 5.16435
H -3.25926 2.98403 4.97358
H -2.53712 3.06467 3.35409
H -3.66239 4.32495 3.88737
O -3.87696 7.68854 3.42987
C -4.18771 8.74229 2.89977
N -5.04681 9.60260 3.49574
C -3.64676 9.16438 1.55751
H -5.32252 10.47598 3.08913
H -5.42097 9.34450 4.39315
H -3.92354 8.41754 0.81536
H -2.56141 9.22309 1.61711
H -4.03385 10.13275 1.24322
O -1.64404 -2.13354 -6.63076
C -1.59009 -2.12440 -5.41996
N -1.34048 -3.26176 -4.70935
C -1.79268 -0.86831 -4.60691
H -1.28569 -3.28890 -3.70994
H -1.20186 -4.11356 -5.22656
H -2.78274 -0.46720 -4.81714
H -1.03977 -0.13737 -4.89502
H -1.70701 -1.05369 -3.53540
O 4.33320 6.13763 -8.23550
C 3.98293 5.02463 -8.58101
N 2.84041 4.83414 -9.29476
C 4.77557 3.78253 -8.25214
H 2.52436 3.93351 -9.59866
H 2.29570 5.64611 -9.52924
H 4.86288 3.68905 -7.16908
H 5.77133 3.87605 -8.68145
H 4.30943 2.87897 -8.64427
O 2.29540 -7.86043 2.17903
C 2.95339 -8.33248 3.10464
N 4.28866 -8.18162 3.15743
C 2.32415 -9.10731 4.23198
H 4.86035 -8.56512 3.88504
H 4.73221 -7.67396 2.41203
H 1.81404 -9.97813 3.82055
H 1.60164 -8.47752 4.74193
H 3.06297 -9.44426 4.95670
O 5.94162 -10.10578 1.79742
C 6.12952 -9.70748 0.66344
N 5.10866 -9.19521 -0.07820
C 7.48309 -9.74234 -0.00165
H 5.22502 -8.85752 -1.01435
H 4.19322 -9.15901 0.34229
H 7.82995 -10.77303 -0.04077
H 8.18297 -9.15371 0.58866
H 7.45651 -9.34266 -1.01483
O 3.80530 8.40525 -2.85041
C 2.82035 8.97756 -3.28470
N 2.71991 10.33141 -3.28433
C 1.63677 8.24343 -3.85660
H 1.91940 10.82314 -3.64202
H 3.49135 10.85752 -2.91214
H 1.22187 7.58547 -3.09273
H 1.96723 7.64776 -4.70630
H 0.85651 8.92603 -4.19315
O -0.54117 6.41269 9.94486
C 0.07934 5.77911 9.11262
N -0.48829 5.40555 7.93452
C 1.51485 5.35898 9.31477
H -0.01021 4.87822 7.22329
H -1.44518 5.67002 7.77634
H 1.57779 4.73446 10.20385
H 2.12577 6.24796 9.46023
H 1.90486 4.79972 8.46462
O -0.66460 10.88486 -4.86615
C -1.73611 10.30895 -4.83155
N -2.31326 9.95933 -3.65105
C -2.49979 9.94012 -6.07792
H -3.19263 9.48379 -3.58783
H -1.82415 10.19371 -2.80448
H -1.88162 9.28538 -6.68930
H -2.72019 10.84689 -6.63789
H -3.43594 9.43009 -5.85325
O -2.62219 -9.10244 -3.77441
C -2.54322 -9.16782 -2.56528
N -2.37117 -10.35517 -1.92387
C -2.62830 -7.94575 -1.68198
H -2.30294 -10.44026 -0.92807
H -2.31123 -11.18523 -2.48850
H -3.58921 -7.46045 -1.84986
H -1.82488 -7.26154 -1.95579
H -2.54025 -8.18452 -0.62417
O 0.44406 -8.86496 6.65522
C -0.34532 -9.77742 6.82004
N 0.07988 -11.05087 7.02171
C -1.84031 -9.57175 6.81577
H -0.54149 -11.82423 7.16314
H 1.07187 -11.21617 7.03396
H -2.13661 -9.15620 5.85397
H -2.10168 -8.86862 7.60432
H -2.38634 -10.49998 6.97909
```

# 3
The following is a quantum chemistry calculation of C5H7N3 in the gas phase, from OMol25.

Calculated values
- frontier orbital gap (eV) = 8.8506
- SMILES = C1=NN=C[C@H]2C[C@@H]1N2
- multiplicity = 1

```
15
C5H7N3 | OMol25 | wB97M-V/def2-TZVPD
C 0.29418 -0.98462 0.84979
C 0.58535 0.59553 0.64333
C -0.97758 -0.72439 0.10281
C -0.92652 -0.57496 -1.39471
C 1.28262 1.12660 -0.51312
H 0.08526 -0.84323 1.94428
H 1.01724 -1.81134 0.43675
H 1.17773 0.87748 1.60043
H -1.36314 1.01198 1.44670
H -1.81008 -1.33348 0.45415
H -1.83111 -0.85219 -1.84960
H 2.38898 1.52751 -0.55606
N -0.84286 0.81246 0.66975
N -0.17453 0.33184 -2.07791
N 1.09445 0.84081 -1.75657
```

# 4
The following is a quantum chemistry calculation of C5H6N2O in the gas phase, from OMol25.

Calculated values
- frontier orbital gap (eV) = 7.9565
- SMILES = C#CC(=O)/C(N)=N\C
- multiplicity = 1

```
14
C5H6N2O | OMol25 | wB97M-V/def2-TZVPD
C -2.34333 0.15490 -1.15704
C -0.39494 -0.37137 0.23932
C 0.92026 -0.08654 -0.65267
C 2.22358 0.02870 -0.09389
C 3.03219 0.69114 0.88870
H -2.12248 1.12602 -1.36698
H -1.84971 -0.51185 -2.01094
H -3.43153 -0.01846 -1.35093
H 1.17563 -0.61152 1.56805
H -0.31751 -0.87676 2.43404
H 3.67921 1.04262 1.81642
N -1.64081 -0.11470 0.09568
N 0.15453 -0.67214 1.44402
O 0.91489 0.21997 -1.85377
```

# 5
The following is a quantum chemistry calculation of a molecular structure, C28H33N5O2RhS, from OMol25.

Calculated values
- frontier orbital gap (eV) = 6.2078
- net charge = +1
- multiplicity = 1

```
70
C28H33N5O2RhS | OMol25 | wB97M-V/def2-TZVPD
Rh -0.04237 0.35428 -0.95282
C -2.49302 -0.94364 0.14925
C -2.12783 -2.33063 -0.31975
C -3.12858 -3.28967 -0.34620
C -2.88048 -4.56485 -0.82714
C -1.63635 -4.85452 -1.34977
C -0.60434 -3.91744 -1.35464
C 0.67456 -4.26426 -2.06268
C -0.83507 -2.66795 -0.75811
N 0.17496 -1.67601 -0.69346
C 1.46140 -1.97677 -0.32187
O 1.87768 -2.98306 0.21647
C 2.42362 -0.83745 -0.62662
C 3.80083 -0.89009 -0.59639
C 4.51230 0.24642 -0.98089
C 3.85992 1.40309 -1.39085
C 2.47705 1.40945 -1.38845
N 1.84922 0.30395 -1.00486
C 1.55985 2.53434 -1.86074
O 2.04174 3.55239 -2.31015
N 0.26140 2.16189 -1.77107
C -0.82971 2.98767 -2.16678
C -1.03929 4.25173 -1.61210
C -0.07640 4.88099 -0.64470
C -2.18261 4.94991 -1.99448
C -3.09252 4.41412 -2.88712
C -2.86306 3.15955 -3.43062
C -1.72994 2.43612 -3.08450
C -1.45686 1.12235 -3.77627
H -3.57271 -0.80738 0.12196
H -2.09909 -0.14124 -0.50169
H -2.15432 -0.71049 1.15984
H -4.12120 -3.02563 -0.00133
H -3.66658 -5.30733 -0.84129
H -1.45522 -5.82343 -1.79878
H 0.47457 -5.00460 -2.83554
H 1.41736 -4.66958 -1.37648
H 1.11843 -3.39080 -2.54519
H 4.28694 -1.80745 -0.29499
H 5.59389 0.22100 -0.97240
H 4.38448 2.29109 -1.71516
H 0.32766 4.15678 0.06338
H -0.56970 5.67167 -0.08162
H 0.77333 5.30775 -1.17888
H -2.35759 5.93120 -1.57050
H -3.97850 4.97115 -3.16058
H -3.56404 2.74012 -4.14192
H -2.36800 0.70923 -4.20513
H -1.03628 0.34407 -3.12681
H -0.73199 1.25702 -4.58226
C 0.91205 1.06865 5.79355
C 1.71432 0.88366 4.51883
N 0.94907 1.25637 3.31777
C 0.53222 0.52184 2.29467
S -0.06617 1.51145 0.94885
N 0.48555 -0.79086 2.25637
C 0.60920 -1.78837 3.33720
C -0.23472 -3.00085 2.98982
H 1.50555 0.75969 6.65320
H -0.00185 0.47393 5.77325
H 0.63473 2.11337 5.93451
H 2.06309 -0.13546 4.41077
H 2.60173 1.51720 4.52637
H 0.85203 2.25158 3.17395
H 0.18680 -1.17230 1.36151
H 0.26371 -1.33874 4.26642
H 1.65529 -2.07800 3.44655
H -1.29641 -2.75178 2.97179
H -0.07810 -3.77766 3.73662
H 0.05437 -3.40878 2.02064
```

# 6
The following is a quantum chemistry calculation of 2 unconnected molecules or ions with the total composition C6H8NO2, from OMol25.

Calculated values
- frontier orbital gap (eV) = 8.6407
- net charge = +1
- multiplicity = 1

```
17
C6H8NO2 | OMol25 | wB97M-V/def2-TZVPD
C -1.42395 0.04252 1.27146
C -2.13775 0.42197 0.10941
C -0.06164 0.24251 1.20925
C -1.48196 0.72273 -1.02070
C 2.04266 0.93901 -0.21767
C 0.59022 0.56222 -0.01754
N 0.91025 -1.46061 -0.52056
O 2.92051 0.43171 0.43613
O -0.14876 0.88687 -1.05758
H -2.02312 -0.33906 2.18033
H -3.16546 0.31618 -0.01891
H 0.51252 0.04979 2.00662
H -2.09170 0.91740 -1.86518
H 2.09050 1.70948 -1.04658
H 1.43964 -1.59767 -1.35887
H 0.33009 -2.24011 -0.20670
H 1.69793 -1.60494 0.11710
```

Number 1: E -1004946.3181 eV. Number 2: E -104215.6714 eV. Number 3: E -9763.1732 eV. Number 4: E -10303.2859 eV. Number 5: E -54956.4585 eV. Number 6: E -11927.3917 eV.